CH2N4O2S | ωB97M-V/def2-TZVPD

Its SMILES is [O-]/[N+](O)=N/NN=C=S. The total charge is 0. The calculation puts the gap between HOMO and LUMO at 8.294 eV. The calculation puts the energy at -21953.626 eV.

XYZ file:
```
10
Properties=species:S:1:pos:R:3:lowdin_charge:R:1
O 0.367 -2.485 0.126 0.026
N 0.520 -1.292 0.011 -0.359
O -0.680 -0.517 -0.209 0.051
N 1.568 -0.647 0.093 0.108
N 1.544 0.684 -0.112 -0.064
N 2.756 1.271 0.007 0.004
C 3.769 0.591 -0.022 -0.790
S 4.972 -0.366 -0.113 0.764
H -1.415 -1.146 -0.272 0.116
H 0.729 1.241 0.120 0.143
```



CH2N4S | ωB97M-V/def2-TZVPD

Its SMILES is S=c1[nH]nn[nH]1. The total charge is 0. The calculation puts the gap between HOMO and LUMO at 9.331 eV. The calculation puts the energy at -17863.293 eV.

XYZ file:
```
8
Properties=species:S:1:pos:R:3:lowdin_charge:R:1
S -2.432 -0.013 -0.023 0.450
C -0.701 0.050 -0.091 -0.834
N 0.208 1.067 -0.104 0.019
N 1.483 0.554 0.032 0.003
N 1.396 -0.665 -0.062 -0.035
N 0.147 -1.066 -0.056 0.019
H 0.005 2.118 0.147 0.211
H -0.108 -2.043 0.157 0.167
```



CH2N5O | ωB97M-V/def2-TZVPD

Its SMILES is Nn1nnnc1[O-]. The total charge is -1. The calculation puts the gap between HOMO and LUMO at 7.656 eV. The calculation puts the energy at -10566.600 eV.

XYZ file:
```
9
Properties=species:S:1:pos:R:3:lowdin_charge:R:1
N -1.521 0.398 -0.183 0.061
N -0.172 0.319 0.053 -0.231
N 0.593 1.388 0.070 -0.093
N 1.798 1.027 0.203 -0.168
N 1.954 -0.316 0.183 -0.031
C 0.700 -0.870 0.082 -0.605
O 0.204 -1.966 0.211 -0.072
H -1.858 -0.238 0.532 0.079
H -1.698 0.258 -1.151 0.060
```



CH2NO2 | ωB97M-V/def2-TZVPD

The total charge is -1. The calculation puts the gap between HOMO and LUMO at 4.462 eV. The calculation puts the energy at -6653.673 eV.

XYZ file:
```
6
Properties=species:S:1:pos:R:3:lowdin_charge:R:1
C -1.591 -0.848 -0.375 -0.439
N 1.517 0.641 -0.052 -0.369
O -2.002 0.234 -0.399 0.168
O -1.397 -1.988 -0.256 0.160
H 1.024 0.722 0.858 -0.304
H 2.449 1.240 0.224 -0.216
```



CH2NO2P | ωB97M-V/def2-TZVPD

Its SMILES is O=PO.C#N. The total charge is 0. The calculation puts the gap between HOMO and LUMO at 10.529 eV. The calculation puts the energy at -15943.352 eV.

XYZ file:
```
7
Properties=species:S:1:pos:R:3:lowdin_charge:R:1
O 1.881 1.930 1.377 -0.453
P 1.599 0.811 0.506 0.718
O 0.620 1.418 -0.668 -0.332
H 0.283 0.789 -1.306 0.011
C -1.483 -1.658 0.020 -0.039
N -0.575 -1.164 0.498 0.039
H -2.325 -2.126 -0.427 0.057
```



CH2NO2S | ωB97M-V/def2-TZVPD

The total charge is -1. The calculation puts the gap between HOMO and LUMO at 6.185 eV. The calculation puts the energy at -17490.582 eV.

XYZ file:
```
7
Properties=species:S:1:pos:R:3:lowdin_charge:R:1
C -2.806 -0.384 1.697 -0.663
N 0.410 1.087 0.034 -0.553
O -3.201 0.127 2.651 0.096
O -2.804 -1.094 0.781 0.095
S -0.194 0.577 1.659 0.128
H 0.540 2.045 0.021 -0.111
H 1.361 0.561 -0.179 0.007
```